Arrangement i

Formula: C11H13N3S
Source: OMol25
Level of theory: ωB97M-V/def2-TZVPD

Summary:
SMILES	CCSc1nnc(-c2ccccc2)n1C

Each line ends with the natural charge from an NBO analysis.
Positions of all 28 atoms, in Å:
C 4.154 -1.157 1.099  -0.609
C 3.878 -0.469 -0.341  -0.644
S 3.034 0.936 -0.426  0.374
C 1.640 0.042 -0.161  0.141
N 1.416 -1.154 0.160  -0.340
N 0.119 -1.442 0.238  -0.258
C -0.452 -0.292 0.046  0.324
C -1.932 -0.138 -0.081  -0.083
C -2.721 -1.099 -0.727  -0.213
C -4.141 -1.072 -0.669  -0.187
C -4.865 -0.117 0.224  -0.220
C -4.010 0.773 0.801  -0.211
C -2.603 0.865 0.658  -0.200
N 0.427 0.707 -0.171  -0.389
C 0.297 2.088 -0.222  -0.420
H 4.707 -2.072 0.930  0.215
H 3.089 -1.274 1.699  0.247
H 4.827 -0.419 1.700  0.196
H 4.915 -0.330 -0.979  0.226
H 3.414 -1.289 -0.892  0.253
H -2.335 -1.960 -1.462  0.246
H -4.720 -1.720 -1.519  0.225
H -5.883 -0.012 0.444  0.227
H -4.388 1.534 1.554  0.209
H -2.126 1.840 1.007  0.220
H -0.019 2.735 0.709  0.224
H -0.608 2.197 -1.060  0.222
H 1.371 2.462 -0.662  0.230

---

Arrangement ii

Formula: C11H13N3S
Source: OMol25
Level of theory: ωB97M-V/def2-TZVPD

Each line ends with the natural charge from an NBO analysis.
Positions of all 28 atoms, in Å:
C -0.320 3.231 -3.748  -0.259
C 0.824 2.968 -3.070  -0.189
C -1.467 2.499 -3.325  -0.165
C 0.930 2.292 -1.831  -0.283
C -1.437 1.796 -2.126  0.022
C -0.243 1.740 -1.409  0.054
C 1.290 -0.697 1.508  -0.013
C -0.351 -2.335 0.879  -0.597
C -0.395 -1.285 3.087  -0.602
C 1.421 -2.922 2.600  -0.596
C 0.497 -1.829 2.052  -0.217
N -2.329 0.955 -1.464  -0.258
N -1.758 0.435 -0.482  -0.055
N -0.520 0.891 -0.371  -0.435
S 1.562 0.490 0.535  0.668
H -0.262 3.861 -4.655  0.222
H 1.725 3.455 -3.471  0.201
H -2.389 2.545 -3.883  0.215
H 1.796 2.412 -1.205  0.205
H 0.244 -2.640 0.003  0.220
H -1.086 -1.577 0.524  0.268
H -0.881 -3.297 1.307  0.217
H -0.352 -2.089 3.765  0.228
H 0.020 -0.463 3.607  0.223
H -1.352 -0.833 2.745  0.252
H 0.879 -3.884 2.443  0.226
H 1.496 -2.760 3.717  0.213
H 2.457 -2.957 2.266  0.236

---

So which one wins? Going from most stable to least: arrangement i, arrangement ii.

---

Arrangement i

Formula: C2H4N2P2
Source: OMol25
Level of theory: ωB97M-V/def2-TZVPD

Summary:
SMILES	C1=NP=NCP1

Each line ends with the natural charge from an NBO analysis.
Positions of all 10 atoms, in Å:
C 0.956 -1.377 -0.320  -0.090
N 2.196 -1.124 -0.468  -0.820
P 3.066 0.132 0.107  1.206
N 1.869 1.197 0.239  -0.882
C 0.537 0.965 0.284  -0.496
P 0.101 -0.674 1.101  0.443
H 0.259 -1.847 -0.922  0.191
H -0.051 1.695 0.931  0.243
H 0.089 1.173 -0.739  0.230
H -1.371 -0.984 0.705  -0.024

---

Arrangement ii

Formula: C2H4N2P2
Source: OMol25
Level of theory: ωB97M-V/def2-TZVPD

Summary:
SMILES	PC1=[PH]=CN=N1

Each line ends with the natural charge from an NBO analysis.
Positions of all 10 atoms, in Å:
P 2.341 0.150 0.530  0.353
C 0.636 -0.199 0.175  -0.142
P -1.030 1.271 0.520  0.355
C -1.868 -0.304 0.177  -0.189
N -1.219 -1.358 -0.006  -0.264
N 0.103 -1.327 0.019  -0.302
H 2.489 1.148 -0.358  -0.023
H 2.882 -0.889 -0.409  0.013
H -1.352 1.688 -0.707  -0.014
H -2.982 -0.181 0.058  0.213

---

So which one wins? Going from most stable to least: arrangement i, arrangement ii.

---

Arrangement i

Formula: C6H6O3S
Source: OMol25
Level of theory: ωB97M-V/def2-TZVPD

Summary:
SMILES	O=C1C=CC[C@@]2(O)S[C@@]12O

Each line ends with the natural charge from an NBO analysis.
Positions of all 16 atoms, in Å:
O 2.653 -0.645 -1.339  -0.555
C 1.753 -0.275 -0.587  0.539
C 1.583 -0.285 0.802  -0.349
C 0.348 -0.009 1.363  0.001
C -0.945 0.159 0.658  -0.508
C -0.748 0.492 -0.766  0.313
O -1.817 0.257 -1.517  -0.659
S 0.346 2.140 -1.112  -0.106
C 0.501 0.315 -1.382  0.045
O 0.549 -0.067 -2.665  -0.724
H 2.399 -0.498 1.453  0.237
H 0.160 0.131 2.392  0.213
H -1.412 -0.898 0.811  0.258
H -1.640 0.882 1.036  0.254
H -1.471 0.201 -2.465  0.508
H 1.542 -0.371 -2.906  0.532

---

Arrangement ii

Formula: C6H6O3S
Source: OMol25
Level of theory: ωB97M-V/def2-TZVPD

Summary:
SMILES	O=C1C=CCC(=O)C1=S.O

Each line ends with the natural charge from an NBO analysis.
Positions of all 16 atoms, in Å:
O -1.644 2.139 0.366  -0.470
C -0.883 1.189 0.391  0.466
C 0.582 1.338 0.527  -0.306
C 1.477 0.402 0.447  -0.075
C 1.124 -1.025 0.154  -0.574
C -0.182 -1.233 0.912  0.541
O -0.282 -1.976 1.815  -0.476
C -1.260 -0.260 0.475  -0.279
S -2.759 -0.859 0.004  0.191
H 0.890 2.230 0.935  0.226
H 2.495 0.552 0.730  0.222
H 0.934 -1.208 -0.944  0.280
H 1.827 -1.812 0.533  0.249
O -0.400 0.112 -2.087  -0.949
H -1.068 -0.204 -1.507  0.469
H -0.850 0.616 -2.752  0.484

---

So which one wins? Going from most stable to least: arrangement i, arrangement ii.